Here is an isolated molecule of C3H7NO from the Open Molecules 2025 dataset. Energies are from ωB97M-V with the def2-TZVPD basis set.

Each line ends with the Löwdin charge.
Atoms and positions in Å:
O1 -0.76405 0.39738 0.08104  -0.09
N1 0.39283 -1.59313 0.21714  0.15
C1 1.55853 0.57590 0.36086  -0.01
C2 -2.02189 -0.26890 0.05030  -0.08
C3 0.36336 -0.32492 0.21004  -0.53
H1 1.37468 -1.83752 0.33491  0.05
H2 -2.19845 -0.82787 0.97511  0.09
H3 2.47886 -0.00636 0.46812  0.08
H4 1.65482 1.22544 -0.51179  0.09
H5 -2.75748 0.53412 -0.04187  0.09
H6 -2.10673 -0.95298 -0.79970  0.09
H7 1.43329 1.19646 1.25138  0.09

- ΔE to the lowest compared entry with this formula, charge and spin: 96.1 kJ/mol
- Charge: 0
- LUMO: 0.03736 Ha
- HOMO energy: -10.06 eV
- Spin multiplicity: 1
- Electronic energy: -248.48991 Ha